Below is a 2-piece molecular cluster, C3HN3O overall, with properties calculated with ωB97M-V with the def2-TZVPD basis set.

```
8
Properties=species:S:1:pos:R:3:forces:R:3:nbo_charge:R:1
C -1.3301 0.4941 -0.5915 -0.2 0.8 0.0 0.390
C -1.4782 -0.8884 -0.4512 -0.2 -0.3 -0.3 0.175
N -1.3100 1.4485 -1.3731 0.3 -0.2 -1.6 -0.043
O -1.4353 1.5642 0.1944 0.0 0.2 1.7 -0.377
N -1.8275 -1.9778 -0.4690 0.1 -0.5 0.2 -0.147
N 2.5112 -0.2053 0.9710 -0.2 -0.1 -0.2 -0.728
C 2.0306 -1.0907 0.3949 -0.1 -0.2 -0.1 0.284
H 2.8393 0.6554 1.3245 0.3 0.4 0.3 0.446
```
Forces are in eV/Å.

Charge: 0
DFT total energy, eV: -9638.6721
Max |F|, eV Å⁻¹: 1.7
HOMO, eV: -10.55